No. 1
The following is a quantum chemistry calculation of a single C6H10O molecule in a non-equilibrium geometry, from the OMol25 dataset.

```
17
Properties=species:S:1:pos:R:3:lowdin_charge:R:1
C -2.08 -0.55 0.16 -0.04
C -0.88 0.01 -0.57 -0.40
O -0.51 1.27 0.02 -0.12
C 0.84 1.49 -0.34 -0.17
C 1.49 0.11 -0.37 -0.28
C 1.25 -0.60 0.89 -0.05
C 0.37 -0.87 -0.57 -0.07
H -2.91 0.17 0.14 0.08
H -1.83 -0.76 1.20 0.08
H -2.41 -1.47 -0.33 0.09
H -1.14 0.20 -1.63 0.15
H 0.92 1.98 -1.32 0.12
H 1.28 2.14 0.42 0.13
H 2.44 0.00 -0.87 0.13
H 0.74 -0.11 1.71 0.12
H 2.00 -1.35 1.17 0.11
H 0.42 -1.66 0.27 0.12
```

For the HOMO-LUMO gap, the calculation gives 9.50 eV.

***

No. 2
The following is a quantum chemistry calculation of a single C6H10O molecule, from the OMol25 dataset.

```
17
Properties=species:S:1:pos:R:3:lowdin_charge:R:1
O 1.78 -1.07 1.97 0.04
C 2.22 -0.92 0.86 -0.26
C 1.57 -0.08 -0.22 -0.16
C 0.36 0.71 0.28 -0.17
C -0.80 0.75 -0.69 -0.31
C -1.47 -0.53 -1.09 -0.13
C -2.18 0.44 -0.20 -0.13
H 3.16 -1.43 0.55 0.12
H 2.35 0.55 -0.68 0.12
H 1.27 -0.78 -1.02 0.12
H 0.66 1.73 0.56 0.12
H 0.03 0.23 1.21 0.11
H -0.73 1.51 -1.47 0.13
H -1.82 -0.65 -2.11 0.10
H -1.10 -1.46 -0.65 0.10
H -3.02 1.00 -0.62 0.10
H -2.30 0.17 0.84 0.10
```

For the HOMO-LUMO gap, the calculation gives 10.87 eV.

***

No. 3
The following is a quantum chemistry calculation of a single C6H10O molecule in a non-equilibrium geometry, from the OMol25 dataset.

```
17
Properties=species:S:1:pos:R:3:lowdin_charge:R:1
C 0.80 0.75 -0.85 -0.15
C -0.56 1.00 -0.70 -0.08
C 1.39 0.18 0.19 -0.16
C -1.25 -0.02 -0.11 -0.41
C 2.83 -0.20 0.23 -0.10
C -2.68 0.10 0.25 -0.03
O -0.72 -1.25 0.16 -0.03
H 1.25 1.13 -1.77 0.12
H -1.09 2.00 -0.75 0.14
H 0.87 -0.08 1.10 0.11
H 3.27 0.39 -0.52 0.05
H 2.99 -1.27 0.13 0.07
H 3.43 -0.12 1.20 0.10
H -2.71 1.11 0.38 0.04
H -2.69 -0.40 1.20 0.09
H -3.28 -0.15 -0.57 0.08
H -1.32 -2.04 -0.11 0.17
```

For the HOMO-LUMO gap, the calculation gives 8.63 eV.

***

No. 4
The following is a quantum chemistry calculation of a single C6H10O molecule in a non-equilibrium geometry, from the OMol25 dataset.

```
17
Properties=species:S:1:pos:R:3:lowdin_charge:R:1
O -1.14 2.68 -2.97 0.05
C -1.41 1.75 -2.25 -0.26
C -0.29 1.34 -1.32 -0.12
C -0.77 -0.06 -0.60 -0.21
C -0.07 -0.34 0.68 -0.21
C 0.74 -1.32 0.89 -0.20
C 1.50 -1.39 2.16 -0.14
H -2.34 1.17 -2.19 0.11
H 0.65 1.13 -1.89 0.13
H -0.01 1.95 -0.49 0.10
H -1.93 0.02 -0.37 0.12
H -0.67 -1.09 -1.23 0.15
H -0.29 0.38 1.51 0.13
H 1.06 -2.04 0.14 0.11
H 0.79 -1.73 2.92 0.06
H 1.89 -0.35 2.59 0.12
H 2.30 -2.08 2.43 0.06
```

For the HOMO-LUMO gap, the calculation gives 10.22 eV.

***

No. 5
The following is a quantum chemistry calculation of a single C6H10O molecule in a non-equilibrium geometry, from the OMol25 dataset.

```
17
Properties=species:S:1:pos:R:3:lowdin_charge:R:1
C -0.40 1.08 1.12 -0.23
C -0.14 2.30 0.34 0.06
C -0.41 -0.18 0.36 -0.44
C -0.03 -0.23 -1.03 -0.19
C -0.22 -1.48 1.12 0.00
C 0.80 -0.76 -2.15 -0.03
O -1.34 -0.46 -0.72 0.06
H 0.27 0.94 1.91 0.09
H -1.32 1.10 1.81 0.16
H -0.84 3.02 0.19 0.01
H 0.85 2.82 0.60 0.08
H -0.10 -2.24 0.40 0.07
H -0.93 -1.69 1.88 0.08
H 0.68 -1.49 1.67 0.07
H 1.04 -1.84 -2.17 0.09
H 1.74 -0.23 -2.26 0.08
H 0.34 -0.66 -3.06 0.04
```

For the HOMO-LUMO gap (spin up / spin down), the calculation gives 9.59 / 7.30 eV.

***

No. 6
The following is a quantum chemistry calculation of a single C6H10O molecule, from the OMol25 dataset.

```
17
Properties=species:S:1:pos:R:3:lowdin_charge:R:1
C -1.08 -1.81 -0.13 -0.07
C -0.17 -0.73 -0.70 -0.31
C -0.66 0.75 -0.75 -0.05
C 0.60 1.16 0.01 -0.48
O 1.39 2.24 -0.31 0.04
C 0.63 0.49 1.35 -0.03
C 1.05 -0.28 0.12 -0.14
H -2.08 -1.77 -0.58 0.08
H -1.20 -1.72 0.95 0.07
H -0.66 -2.80 -0.34 0.07
H 0.16 -1.02 -1.70 0.14
H -1.61 0.96 -0.25 0.11
H -0.68 1.15 -1.77 0.12
H 1.08 3.00 0.19 0.11
H 1.46 0.79 1.99 0.11
H -0.29 0.26 1.88 0.10
H 2.06 -0.67 0.04 0.14
```

For the HOMO-LUMO gap, the calculation gives 10.47 eV.

***

Values of energy above the lowest of the compared OMol25 structures with the same formula, charge and spin, in order: 69.2, 18.1, 55.6, 45.7, 120.3, 30.2, all in kcal per mole.